# 1
ORCA calculation (wB97M-V/def2-TZVPD) on a molecular structure, C22H32Cl5F2NO26S2Y.

The highest occupied orbital energy (alpha / beta) is -14.1 / -14.1 eV. Its expectation value of S² is 0.755. Its multiplicity is 2. The lowest unoccupied orbital energy (alpha / beta) is -7.23 / -11.39 eV. The frontier orbital gap (alpha / beta) is 0.2511 / 0.0981 hartree. Its total charge is +2.

Structure (XYZ):
```
91
Properties=species:S:1:pos:R:3:forces:R:3:mulliken_spin:R:1
Y -3.51866 -1.63509 -0.49006 3.3 2.3 2.2 0.0000
Cl 0.16683 -0.07913 -0.34913 2.7 3.2 -0.5 0.0011
O -0.10203 1.04969 -1.24571 0.5 -1.3 0.3 -0.0005
O 1.25705 -0.92954 -0.77279 -1.3 0.2 -0.4 -0.0001
O 0.58867 0.49579 0.92481 -1.3 -0.8 -0.1 -0.0001
O -1.06724 -0.81826 -0.27276 -1.9 -1.7 0.5 0.0000
N -4.34404 -0.69256 -2.32629 2.6 -0.8 -2.1 0.0000
S -5.68163 -0.36650 -3.04712 -10.4 1.9 0.6 0.0000
O -6.21534 -1.28981 -4.02642 2.0 1.4 1.2 0.0000
O -5.98814 1.06186 -3.10987 1.3 -2.9 -0.2 0.0000
F -6.56014 -0.83442 -1.72706 0.7 0.0 0.0 0.0000
S -3.46388 -0.37958 -3.72847 6.3 1.2 -4.3 0.0000
O -3.33377 1.04505 -4.03468 -1.0 -2.9 1.1 0.0000
O -3.48738 -1.35916 -4.80888 -0.9 1.8 2.8 0.0000
F -2.03966 -0.69806 -3.05516 -0.5 -0.3 0.9 0.0000
C 2.79899 -1.97503 2.32661 -1.8 -1.0 0.6 0.0000
C 2.35944 -3.34247 1.86279 -1.6 0.5 -1.3 0.0000
O 3.53294 -4.03242 1.73340 0.5 -2.7 -1.0 0.0000
C 4.48116 -3.50964 2.46766 3.5 -1.1 0.4 0.0000
O 5.57156 -4.02385 2.69097 -2.9 1.7 -0.3 0.0000
O 4.05258 -2.30606 2.86024 1.4 2.1 1.0 0.0000
H 2.12320 -1.68329 3.13052 0.3 0.5 0.1 0.0000
H 2.68664 -1.28867 1.48733 1.0 0.4 0.2 0.0000
H 1.94855 -3.25451 0.85704 -0.5 -0.3 0.1 0.0000
H 1.69420 -3.86501 2.55019 -0.2 0.0 0.1 0.0000
C 2.98022 4.71022 -1.66728 -0.4 -0.8 0.0 0.0032
C 2.09835 3.56020 -2.10867 -1.4 -0.5 3.0 0.0108
O 2.25011 3.45192 -3.50227 -0.7 -0.1 -2.6 0.0634
C 2.71897 4.56943 -3.98208 1.5 -1.3 6.6 -0.0326
O 2.82562 4.77748 -5.19689 0.0 0.8 -1.6 0.9079
O 3.23283 5.29348 -2.98078 0.3 1.4 -2.9 0.0296
H 3.85470 4.35006 -1.12537 0.6 0.3 -0.9 0.0007
H 2.52419 5.46857 -1.03084 -0.2 0.0 -0.4 0.0020
H 1.06324 3.70982 -1.80166 -0.3 0.2 -0.7 0.0024
H 2.31889 2.60138 -1.63949 0.5 0.0 -0.5 0.0088
C 1.83233 -2.21542 -4.32767 1.7 -0.9 0.8 0.0000
C 1.32064 -0.86189 -4.66110 2.9 1.0 2.1 0.0000
O 0.26800 -1.05331 -5.46375 -2.9 -0.8 -2.0 0.0000
C 0.12448 -2.39933 -5.71144 -2.4 -1.5 -1.9 0.0000
O -0.75453 -2.97044 -6.32994 1.4 2.1 1.1 0.0000
O 1.11816 -3.07358 -5.16750 0.3 -0.7 0.4 0.0000
H 1.71226 -2.47396 -3.27560 0.0 -0.3 -0.1 0.0000
H 2.88346 -2.24268 -4.61490 0.0 -0.5 0.4 0.0000
H 2.20701 -0.42747 -5.12340 -0.6 1.1 -0.5 0.0001
H 1.09709 -0.35720 -3.72119 -0.4 0.5 -0.2 0.0000
C -0.83746 -6.23551 2.16946 -0.4 -1.5 0.6 0.0000
C -1.94040 -5.80420 3.12399 1.5 -0.5 0.2 0.0000
O -2.03735 -4.42607 2.73939 -0.6 1.5 -0.7 0.0000
C -1.65762 -4.28665 1.43567 -1.7 -0.9 0.8 0.0000
O -1.97860 -3.34359 0.70631 -0.1 -0.8 0.2 0.0000
O -1.07756 -5.39639 1.04757 0.5 0.9 -1.4 0.0000
H -0.97318 -7.28424 1.90516 0.2 0.2 -0.4 0.0000
H 0.18652 -6.10554 2.51971 -0.1 0.3 0.1 0.0000
H -1.60986 -5.94923 4.15248 -0.1 0.7 0.0 0.0000
H -2.87092 -6.36424 3.03125 -0.2 0.4 -0.5 0.0000
C -2.02750 0.32356 4.79004 1.4 0.2 1.3 0.0000
C -1.06144 -0.81907 4.58576 1.3 0.9 3.0 0.0000
O -1.24740 -1.23737 3.30704 -1.6 -0.8 -4.0 0.0000
C -2.38484 -0.69475 2.77502 0.2 0.3 4.0 0.0000
O -3.03298 -1.11675 1.84644 0.0 0.4 -0.8 0.0000
O -2.84012 0.25975 3.67444 -1.2 -1.2 -3.4 0.0000
H -1.47209 1.26140 4.79888 -0.4 0.2 0.1 0.0000
H -2.56740 0.14555 5.72004 -0.4 0.5 -0.3 0.0000
H -1.22413 -1.59159 5.33730 -0.2 -0.5 -0.4 0.0000
H -0.04521 -0.46598 4.76105 0.1 -0.2 -0.4 0.0000
C -4.53464 4.02787 -0.34962 1.4 2.9 0.4 0.0000
C -3.12243 4.22840 0.20803 0.2 1.2 -0.6 0.0000
O -2.52335 2.92098 0.20305 -1.1 -1.0 -0.1 0.0000
C -3.49164 2.05375 -0.14230 -0.3 -0.1 0.3 0.0000
O -3.35925 0.82777 -0.13583 -0.3 0.7 -0.1 0.0000
O -4.64787 2.67632 -0.43414 0.3 -3.6 0.0 0.0000
H -4.52923 4.50596 -1.32916 -0.8 -0.3 0.0 0.0000
H -5.20856 4.50872 0.35940 -0.6 -0.5 -0.4 0.0000
H -3.16112 4.70695 1.18661 0.5 -0.5 0.1 0.0000
H -2.58614 4.85428 -0.50527 0.4 -0.1 0.4 0.0000
Cl 2.77375 3.67627 1.44010 -0.1 0.1 0.3 0.0006
C 1.46098 4.46502 2.32701 -2.7 0.1 0.4 0.0000
C 0.30198 3.49050 2.65049 0.2 -1.1 1.4 0.0001
Cl -0.86344 4.18408 3.96494 1.0 -0.3 -1.4 0.0000
H 1.02340 5.26544 1.73039 0.5 0.2 -0.1 0.0000
H 1.69106 4.84058 3.32406 1.0 0.1 -0.4 0.0000
H 0.74847 2.64266 3.17002 0.1 0.1 0.2 0.0000
H -0.30161 2.98230 1.89850 0.0 0.9 -0.5 0.0000
Cl 4.53499 1.37364 -1.85461 0.0 0.5 0.0 0.0025
C 4.37006 1.02069 -0.11230 -0.4 -0.9 0.0 0.0002
C 5.12944 -0.23670 0.18760 1.2 0.3 1.1 0.0002
Cl 4.51928 -1.70137 -0.52974 -0.4 -0.5 -0.5 0.0000
H 3.32169 0.82540 0.11327 -0.1 0.2 -0.2 -0.0002
H 4.71381 1.82036 0.54379 0.2 0.2 -0.5 0.0000
H 5.11871 -0.35033 1.27160 -0.1 -0.2 0.1 0.0000
H 6.18528 -0.18528 -0.07822 -0.1 0.3 -0.2 0.0000
```
Forces are in eV/Å.

***

# 2
ORCA calculation (wB97M-V/def2-TZVPD) on 2 unconnected molecules or ions with the total composition C11H15N.

The highest occupied orbital energy is -7.7 eV. The SMILES is Cc1c[nH]c2ccccc12.CC. The lowest unoccupied orbital energy is 0.96 eV. The frontier orbital gap is 0.3193 hartree. The energy relative to the best compared isomer or geometry (same formula, charge and spin) is 77.2 kcal per mole.

Structure (XYZ):
```
27
Properties=species:S:1:pos:R:3:forces:R:3:mulliken_charge:R:1
C -2.76729 -0.47461 1.57266 -0.5 -0.8 -0.6 -1.3046
C -1.31637 -0.69646 1.29539 -1.8 1.3 0.0 0.7807
C -0.23386 -0.67527 2.11768 -3.6 -0.1 1.7 -0.6945
N 0.85416 -0.99078 1.42796 5.3 3.1 -3.1 -0.2399
C 0.49140 -0.70886 0.01267 -0.9 -1.2 2.7 -0.1889
C 1.28986 -0.59768 -1.05320 0.3 -1.2 -3.8 -0.7074
C 0.65437 -0.49574 -2.32538 -0.6 0.8 0.6 -0.6998
C -0.80893 -0.53635 -2.32323 3.5 0.1 -5.2 -0.5498
C -1.57266 -0.64150 -1.27732 -1.7 -1.5 3.6 -0.5240
C -0.91006 -0.68005 -0.07906 2.1 0.2 2.8 0.9743
H -3.12470 0.52258 1.78304 0.3 0.4 0.1 0.2451
H -3.13999 -1.14025 2.29377 -0.3 -0.6 1.8 0.3998
H -3.39038 -0.86035 0.75865 0.3 0.4 -0.5 0.3154
H -0.31124 -0.48775 3.20086 0.5 -0.4 -0.7 0.3408
H 1.76884 -0.39385 1.64550 -2.4 -2.0 -0.2 0.4094
H 2.29979 -0.95004 -1.08148 0.8 0.5 0.4 0.5352
H 1.31166 -0.33631 -3.25886 -1.5 -0.5 1.5 0.3161
H -1.34221 -0.64867 -3.26106 0.5 0.3 -0.4 0.3508
H -2.57190 -1.06193 -1.23802 -0.3 0.8 -0.7 0.2592
C 1.37018 2.56567 0.62951 -1.0 2.0 3.2 -0.4966
C 2.36262 2.45261 -0.48549 3.2 -2.3 3.8 -0.8192
H 0.56918 3.36360 0.33672 0.6 -2.2 0.5 0.2486
H 1.04840 1.55591 1.13160 -0.1 2.1 -1.6 -0.0358
H 1.77523 3.13100 1.56850 -0.1 -1.0 -1.5 0.2893
H 2.76846 1.34927 -0.45627 0.1 2.5 -0.2 0.1163
H 3.08953 3.28525 -0.58004 0.2 -0.8 0.8 0.3514
H 1.91480 2.53630 -1.34394 -2.9 0.0 -4.9 0.3280
```
Forces are in eV/Å.

***

# 3
ORCA calculation (wB97M-V/def2-TZVPD) on C4H4N2S in the gas phase.

The highest occupied orbital energy is -9.5 eV. The SMILES is C1=NN=C[C@@H]2S[C@@H]12. The lowest unoccupied orbital energy is 0.02 eV. The frontier orbital gap is 0.3496 hartree. The energy relative to the best compared isomer or geometry (same formula, charge and spin) is 102.9 kcal per mole.

Structure (XYZ):
```
11
Properties=species:S:1:pos:R:3:forces:R:3:mulliken_charge:R:1
C 0.50051 1.35227 0.03199 0.5 -1.0 0.6 -0.2053
N 1.58303 0.62597 0.11018 -1.3 0.3 -0.4 -0.3205
N 1.53480 -0.76506 -0.23888 -1.4 0.7 0.2 -0.3570
C 0.38138 -1.33409 -0.08678 0.7 0.4 0.1 -0.2402
C -0.75901 -0.55389 0.43260 0.7 -0.4 0.1 -0.1487
S -2.36605 -0.01102 -0.04921 -0.5 0.2 0.5 -0.0926
C -0.77208 0.66769 -0.41337 1.4 0.5 0.3 -0.2239
H 0.60736 2.35687 0.36068 0.0 0.9 0.0 0.4579
H 0.35569 -2.37120 -0.20405 0.0 -1.6 -0.4 0.4900
H -0.49537 -0.31855 1.45662 -0.4 0.2 0.4 0.3255
H -0.57025 0.35100 -1.39979 0.2 -0.2 -1.4 0.3149
```
Forces are in eV/Å.

***

The following DFT total energy values (in eV) correspond, in order, to the records above: -168790.478; -13137.445; -18023.778.